Entry from the Open Molecules 2025 dataset: 13 unconnected molecules or ions with the total composition C32H72F12N15O28S12 (ωB97M-V/def2-TZVPD).

Output
E_tot = -276649.75295 eV
total charge = +1
gap between HOMO and LUMO = 7.996 eV
lowest unoccupied orbital energy = -2.950 eV
molar mass = 1727.79 g/mol

Geometry as XYZ:
```
171
Properties=species:S:1:pos:R:3:forces:R:3
O -11.041789 -6.835106 -20.808914 0.566 0.165 -0.377
C -19.671721 -15.311180 -17.122646 -0.318 0.135 0.609
H -14.423525 -13.840012 -17.584910 0.329 0.183 0.232
H -9.824149 -7.808651 -24.320071 -0.087 -0.280 0.047
H -13.820095 -17.572561 -14.003530 0.217 0.001 -0.115
C -19.771797 -17.238156 -18.147901 0.003 0.768 0.460
H -11.951037 -7.204792 -23.557722 -0.417 -0.205 0.087
H -19.796447 -8.708578 -19.924819 -0.284 0.010 0.154
C -17.776113 -8.466029 -19.325501 -0.170 -0.452 1.016
O -11.468986 -9.716846 -19.632043 0.471 -0.772 0.565
H -20.973112 -10.486004 -18.219727 0.314 0.176 0.008
H -6.492797 -13.919897 -17.653192 0.281 0.303 0.115
C -6.689520 -11.900727 -19.539177 0.507 0.290 -0.492
C -20.922697 -15.428805 -17.653165 0.093 -0.229 1.058
O -10.209819 -15.356322 -22.386903 -0.025 0.075 1.319
H -9.761087 -6.585106 -23.021939 0.405 -0.086 -0.067
C -20.791496 -11.045626 -21.183850 0.237 -0.635 -0.560
C -21.269466 -11.767918 -19.911930 -0.592 0.526 -0.873
F -15.347863 -15.049256 -14.026401 0.522 -0.640 0.517
H -19.515141 -18.135675 -18.685079 0.173 -0.093 0.265
H -11.060942 -13.524528 -19.084653 -0.353 -0.561 0.311
N -12.002210 -12.636970 -20.705892 -0.570 -0.984 1.297
N -12.142822 -16.520515 -13.183540 0.428 -0.527 0.104
F -15.193625 -8.027561 -18.907091 0.003 0.386 0.646
O -8.582071 -17.122011 -19.194573 -0.610 1.239 -0.117
C -19.304690 -10.858728 -20.907944 0.192 0.101 0.609
O -13.882696 -13.741086 -15.286386 0.169 0.463 1.356
F -16.436582 -10.632699 -15.039848 -0.528 0.227 -0.950
O -11.914462 -12.200410 -13.678112 -0.928 -0.031 -0.012
S -13.609517 -10.843297 -24.544142 -2.459 1.843 1.342
C -13.311412 -12.483399 -21.066760 -0.620 0.957 -0.311
H -17.129885 -8.746059 -18.492550 -0.531 -0.201 -0.353
F -8.385818 -13.856553 -22.131763 -0.196 0.043 0.470
N -19.161603 -10.624255 -19.386742 -0.420 0.356 0.360
H -7.395797 -10.248759 -20.796825 0.121 0.004 0.676
H -16.167128 -16.054649 -23.450237 0.606 -0.326 0.255
H -22.322310 -11.605239 -19.680775 -0.010 0.045 -0.104
H -11.072342 -11.047680 -21.666406 -0.347 -0.032 0.416
O -14.883349 -10.273764 -19.140494 0.306 -0.274 1.552
H -13.313339 -16.387793 -18.833148 0.452 -0.115 0.578
C -16.076338 -18.170366 -23.710693 0.170 -0.185 0.184
N -15.807156 -9.245194 -16.959951 -0.387 -3.029 1.873
F -16.268289 -13.354058 -24.167630 0.179 0.380 0.480
O -10.251237 -8.372850 -17.973530 -0.816 -1.665 0.346
N -20.988862 -16.664626 -18.227818 1.263 -0.309 -0.135
O -14.147289 -10.521707 -15.412358 -0.656 -0.017 -1.225
H -18.915948 -10.004510 -21.455806 0.437 -0.133 0.157
H -8.125132 -13.435081 -19.429385 -0.166 -0.518 -0.076
N -9.722104 -10.874846 -18.177634 -2.038 -1.311 2.345
H -14.923509 -15.972242 -18.836377 -0.378 0.476 0.394
H -15.608873 -16.527629 -24.882738 0.386 -0.208 -0.092
S -17.693046 -14.923262 -21.119961 0.665 -2.819 0.761
C -17.436967 -16.909285 -15.594271 0.299 -1.311 0.834
O -10.663413 -10.280985 -15.820410 -0.248 -0.413 -1.318
H -9.988268 -11.898266 -20.665177 -0.095 -0.748 0.187
H -9.551954 -15.891740 -13.525617 0.417 -0.067 -0.243
C -13.697668 -15.894213 -22.295544 -1.164 0.816 -0.193
H -12.553275 -15.571086 -13.017946 -0.671 0.610 -0.277
H -11.617129 -8.801357 -23.135443 -0.876 0.328 0.031
C -22.070837 -17.240122 -18.995066 -0.417 0.105 -1.081
O -16.869592 -14.617005 -19.975049 -0.678 0.152 -1.153
O -13.336602 -17.388532 -24.113054 -0.233 0.093 -0.542
H -11.501247 -16.590812 -12.391114 0.071 -0.272 -0.054
F -17.622358 -16.509748 -21.170427 -0.115 -0.471 0.164
O -15.572903 -11.887157 -16.902440 -0.413 1.015 -0.071
C -19.146548 -9.095685 -19.135774 -0.285 -0.358 -0.861
H -12.659071 -18.538849 -12.994863 -0.288 -0.169 -0.124
C -14.063498 -16.680473 -23.505576 1.457 -0.922 0.908
H -20.157717 -12.055475 -18.140059 0.366 0.339 0.273
F -11.517122 -13.522747 -11.749755 -0.173 0.294 -0.044
H -13.812815 -7.670365 -21.958433 -0.426 -0.114 0.216
O -19.099919 -14.653511 -21.049738 0.698 0.390 -0.220
H -17.913483 -11.012006 -17.711154 0.521 0.392 -0.194
H -15.215325 -18.830588 -23.762413 -0.195 -0.192 -0.224
H -23.052398 -16.831782 -18.765458 0.218 0.117 0.556
C -17.928697 -11.308749 -18.756375 -1.359 0.675 -1.070
O -14.008233 -10.244802 -25.790860 0.530 -0.617 1.526
H -21.900470 -16.972750 -20.039933 -0.010 -0.317 -0.052
H -10.415870 -14.593643 -14.226347 0.059 0.168 -0.312
C -14.107505 -13.054078 -20.121338 0.897 -0.132 -0.397
N -11.442269 -7.793542 -22.900525 2.136 -0.585 -0.790
H -17.348545 -8.902643 -20.230196 0.205 0.351 -0.093
N -13.248082 -13.664152 -19.234338 0.914 0.004 -0.567
C -9.961797 -7.627802 -23.260017 -0.804 1.123 0.770
C -14.031640 -15.840715 -18.213006 0.288 -0.196 -1.491
N -12.082582 -10.266387 -23.922178 -4.346 -1.337 -0.980
C -7.261582 -13.174076 -17.481136 -1.014 -0.711 -0.740
O -12.098836 -11.652631 -17.354123 0.372 0.799 -0.430
O -7.960661 -16.153193 -21.946963 -0.795 0.088 1.482
O -16.468104 -12.387102 -21.940393 -0.624 -1.016 0.247
H -16.571499 -18.298266 -22.751150 0.230 0.411 0.149
C -7.023062 -11.272204 -20.845109 -0.640 0.048 -0.779
H -16.842494 -6.524747 -19.082806 0.048 -0.217 -0.280
H -6.111455 -11.228261 -21.436742 0.003 -0.208 0.023
C -11.990058 -13.397163 -19.611841 0.028 0.835 -0.021
S -12.658214 -12.671722 -12.559717 2.989 -0.857 2.843
H -7.806658 -11.796818 -21.393678 0.205 -0.262 0.035
H -15.171784 -13.019685 -19.994138 0.055 -0.177 -0.004
C -11.348761 -16.445895 -14.479253 0.536 0.523 -0.986
H -18.455345 -6.547798 -18.524131 -0.238 -0.236 -0.020
H -17.814954 -17.895533 -15.305261 -0.318 0.003 -0.330
F -10.102379 -12.515500 -16.490499 0.154 0.132 -0.106
O -18.402949 -12.850247 -23.416837 0.742 -0.728 1.893
H -9.368598 -8.267558 -22.616560 -0.052 -0.132 -0.110
O -10.856622 -16.815469 -20.006538 0.300 1.106 -0.021
N -7.762134 -12.689868 -18.826927 1.237 1.213 0.968
F -10.115402 -15.674693 -18.028045 0.230 0.330 -0.667
N -15.534861 -16.776426 -23.892823 -1.224 0.533 -0.344
N -9.164949 -14.740257 -20.132052 -1.478 -2.886 2.436
C -13.200431 -17.606343 -13.115346 0.676 0.820 0.270
C -17.818242 -6.947498 -19.316811 -0.211 0.500 -0.128
S -9.018259 -15.248006 -21.585253 1.917 1.252 -7.407
S -14.727024 -9.333223 -18.038305 4.088 4.084 -5.517
O -11.805973 -16.951743 -15.444479 -0.427 -0.427 0.138
H -13.757655 -14.835288 -22.571602 0.073 0.113 0.063
O -11.295284 -10.624166 -26.331874 -0.926 -0.057 0.406
H -13.233764 -8.952826 -20.849057 -0.006 0.105 0.086
F -14.445521 -10.104512 -23.403185 0.093 0.308 -0.273
H -22.095831 -18.318336 -18.864959 0.056 0.039 -0.001
C -13.597067 -14.388182 -18.035382 -0.807 -0.281 0.723
O -13.407512 -8.876775 -17.631649 -1.651 -1.466 -0.392
H -20.920034 -11.660849 -22.077854 0.292 -0.413 0.208
C -20.401344 -11.215039 -18.788610 -0.795 -0.906 0.001
H -17.008025 -17.306882 -17.694073 -0.617 -0.371 -0.101
H -16.819846 -18.407118 -24.466565 0.230 0.150 -0.224
O -13.910802 -12.211735 -24.257669 0.829 0.453 -0.426
H -17.147884 -10.971350 -19.431042 0.757 -0.315 0.811
H -17.099189 -15.657729 -17.263653 0.022 -0.004 -0.029
F -9.096003 -9.284563 -19.742657 -0.308 -0.675 -0.459
O -13.167058 -11.796039 -11.545643 -0.308 -1.104 -1.462
H -8.117139 -13.667778 -17.026215 0.022 0.033 0.074
H -17.934391 -16.200041 -14.935547 0.216 0.294 -0.183
H -9.492469 -15.677886 -15.339908 -0.166 -0.197 -0.048
C -17.570931 -16.623296 -17.061046 1.215 1.086 0.348
H -6.972847 -12.329823 -16.866427 0.247 -0.004 -0.185
S -9.664296 -16.220320 -19.475250 0.429 -1.396 2.520
S -11.302292 -11.076436 -24.975865 7.898 -2.042 -1.764
N -13.457164 -14.147484 -12.854356 1.308 2.413 1.700
O -11.072764 -12.486009 -24.737571 -1.350 1.088 -0.001
H -10.681184 -12.559164 -22.274239 0.725 -0.447 0.381
H -12.737026 -14.353876 -17.371773 -0.099 0.188 0.066
H -14.171864 -16.315683 -17.244636 0.102 -0.012 0.011
H -18.162542 -6.523104 -20.261381 -0.044 -0.007 -0.007
C -10.088362 -15.618731 -14.438373 -0.959 0.009 1.545
H -12.710834 -16.095901 -21.885818 0.061 -0.317 -0.357
S -10.356761 -9.593494 -18.728162 1.499 6.638 -3.896
H -8.538332 -12.014634 -18.638183 -0.186 -0.053 -0.122
C -10.838179 -12.056054 -21.317583 -0.323 1.015 -2.018
H -21.808735 -14.848016 -17.459819 0.083 0.142 -0.234
C -11.799836 -7.444123 -21.472880 -1.214 -0.492 0.888
S -15.343592 -10.649395 -16.195438 -0.139 -0.891 4.280
S -17.151993 -13.295185 -22.822138 0.415 5.627 -6.666
H -18.087326 -12.385833 -18.763165 0.069 -0.015 -0.457
C -13.196598 -7.889539 -21.083181 1.023 0.854 -0.859
H -16.382171 -16.992985 -15.333786 0.026 0.534 0.003
O -15.480656 -12.779335 -13.632283 1.493 0.432 0.404
H -13.573329 -11.897394 -21.927714 -0.121 -0.023 0.054
S -14.422612 -13.691772 -13.945685 -4.939 -1.620 -5.035
H -19.310156 -14.622630 -16.375262 0.145 0.268 -0.351
H -13.806727 -17.372170 -12.244270 0.002 -0.132 0.030
O -5.609034 -11.846405 -19.052774 -0.083 -0.180 0.462
H -19.666184 -8.940833 -18.193012 0.516 0.210 0.244
N -18.953399 -16.438357 -17.426737 -1.957 -0.639 -1.730
H -14.491199 -16.030431 -21.554718 0.105 0.002 0.162
S -10.832395 -11.136839 -16.949829 0.742 -2.657 3.030
N -16.960193 -14.799912 -22.650019 -1.993 -1.596 4.910
F -9.857630 -10.502186 -24.460623 -0.154 0.278 0.178
H -21.153172 -12.834384 -20.106593 0.295 -0.046 0.359
H -21.304664 -10.153483 -21.546212 0.027 0.428 0.979
H -18.694166 -11.740869 -21.062596 -0.212 -0.063 -0.505
H -13.435549 -7.255173 -20.234018 -0.315 -0.369 0.051
```
Forces are in eV/Å.